Below is a cluster of 9 separate species, C51H117N3O15 in total, with properties calculated with ωB97M-V/def2-TZVPD.

- Net charge: +1
- Frontier orbital gap (spin up / spin down): 0.28374 / 0.11801 hartree
- Multiplicity: 2
- E_HOMO (spin up / spin down): -0.362 / -0.362 hartree
- Energy: -3305.3124 Ha

Last columns: bonded neighbours and bond lengths (Å).
Atoms and positions in Å:
1 C 0.326 7.319 3.874  O2 1.424, H7 1.090, H8 1.090, H9 1.090
2 O 0.069 7.887 2.594  C1 1.424, C3 1.357
3 C -0.086 7.122 1.484  O2 1.357, C4 1.517, H10 1.090, H11 1.090
4 C 1.251 6.567 1.032  C3 1.517, O5 1.492, H12 1.090, H13 1.090
5 O 2.099 7.317 0.061  C4 1.492, C6 1.414
6 C 2.595 8.517 0.620  O5 1.414, H14 1.090, H15 1.090, H16 1.090
7 H 1.098 6.563 3.728  C1 1.090
8 H -0.558 6.738 4.138  C1 1.090
9 H 0.434 8.070 4.656  C1 1.090
10 H -0.380 7.963 0.856  C3 1.090
11 H -0.891 6.392 1.388  C3 1.090
12 H 0.956 5.741 0.386  C4 1.090
13 H 1.885 6.003 1.716  C4 1.090
14 H 3.229 9.107 -0.042  C6 1.090
15 H 3.204 8.214 1.471  C6 1.090
16 H 1.786 9.098 1.063  C6 1.090
17 C -5.011 7.357 -2.483  O18 1.414, H23 1.090, H24 1.090, H25 1.090
18 O -3.758 7.198 -3.119  C17 1.414, C19 1.400
19 C -3.194 5.923 -3.248  O18 1.400, C20 1.536, H26 1.090, H27 1.090
20 C -2.393 5.352 -2.067  C19 1.536, O21 1.373, H28 1.090, H29 1.090
21 O -3.060 4.672 -1.078  C20 1.373, C22 1.431
22 C -3.778 3.484 -1.428  O21 1.431, H30 1.090, H31 1.090, H32 1.090
23 H -5.391 6.389 -2.157  C17 1.090
24 H -5.693 7.720 -3.251  C17 1.090
25 H -4.918 8.185 -1.781  C17 1.090
26 H -2.591 6.038 -4.149  C19 1.090
27 H -3.915 5.179 -3.586  C19 1.090
28 H -1.917 6.198 -1.571  C20 1.090
29 H -1.690 4.566 -2.341  C20 1.090
30 H -3.160 2.735 -1.923  C22 1.090
31 H -4.695 3.863 -1.878  C22 1.090
32 H -3.952 3.076 -0.433  C22 1.090
33 C 5.028 1.435 -0.038  O34 1.417, H39 1.090, H40 1.090, H41 1.090
34 O 5.348 0.209 -0.673  C33 1.417, C35 1.436
35 C 4.407 -0.308 -1.626  O34 1.436, C36 1.535, H42 1.090, H43 1.090
36 C 4.074 0.530 -2.869  C35 1.535, O37 1.423, H44 1.090, H45 1.090
37 O 5.210 0.926 -3.629  C36 1.423, C38 1.464
38 C 6.234 1.805 -3.064  O37 1.464, H46 1.090, H47 1.090, H48 1.090
39 H 3.968 1.596 0.158  C33 1.090
40 H 5.221 2.273 -0.709  C33 1.090
41 H 5.589 1.677 0.864  C33 1.090
42 H 3.501 -0.485 -1.045  C35 1.090
43 H 4.812 -1.278 -1.913  C35 1.090
44 H 3.549 1.427 -2.542  C36 1.090
45 H 3.446 0.070 -3.632  C36 1.090
46 H 7.043 2.092 -3.736  C38 1.090
47 H 6.721 1.478 -2.145  C38 1.090
48 H 5.800 2.785 -2.863  C38 1.090
49 C 6.906 -7.135 1.279  O50 1.465, H55 1.090, H56 1.090, H57 1.090
50 O 7.126 -5.786 1.808  C49 1.465, C51 1.475
51 C 7.443 -4.787 0.770  O50 1.475, C52 1.580, H58 1.090, H59 1.090
52 C 6.214 -4.666 -0.217  C51 1.580, O53 1.457, H60 1.090, H61 1.090
53 O 4.955 -4.297 0.418  C52 1.457, C54 1.390
54 C 4.787 -3.008 0.910  O53 1.390, H62 1.090, H63 1.090, H64 1.090
55 H 7.824 -7.302 0.715  C49 1.090
56 H 6.053 -7.281 0.617  C49 1.090
57 H 6.763 -7.663 2.222  C49 1.090
58 H 8.303 -5.116 0.187  C51 1.090
59 H 7.732 -3.850 1.246  C51 1.090
60 H 5.994 -5.559 -0.801  C52 1.090
61 H 6.558 -3.991 -1.001  C52 1.090
62 H 5.655 -2.596 1.425  C54 1.090
63 H 3.983 -3.091 1.641  C54 1.090
64 H 4.529 -2.250 0.170  C54 1.090
65 C 5.873 8.415 -2.904  O66 1.448, H71 1.090, H72 1.090, H73 1.090
66 O 5.220 7.438 -3.749  C65 1.448, C67 1.485
67 C 4.139 6.724 -3.022  O66 1.485, C68 1.541, H74 1.090, H75 1.090
68 C 3.621 5.602 -3.942  C67 1.541, O69 1.385, H76 1.090, H77 1.090
69 O 2.794 4.718 -3.271  C68 1.385, C70 1.406
70 C 2.433 3.568 -3.995  O69 1.406, H78 1.090, H79 1.090, H80 1.090
71 H 5.233 9.297 -2.922  C65 1.090
72 H 6.856 8.631 -3.322  C65 1.090
73 H 6.018 8.016 -1.900  C65 1.090
74 H 3.312 7.342 -2.674  C67 1.090
75 H 4.540 6.232 -2.137  C67 1.090
76 H 4.566 5.184 -4.290  C68 1.090
77 H 3.294 6.078 -4.866  C68 1.090
78 H 1.718 2.959 -3.442  C70 1.090
79 H 3.339 3.030 -4.277  C70 1.090
80 H 1.918 3.765 -4.934  C70 1.090
81 C -7.677 1.580 -0.432  O82 1.505, H87 1.090, H88 1.090, H89 1.090
82 O -6.298 1.668 -1.031  C81 1.505, C83 1.403
83 C -5.874 0.361 -1.314  O82 1.403, C84 1.626, H90 1.090, H91 1.090
84 C -6.163 0.007 -2.875  C83 1.626, O85 1.374, H92 1.090, H93 1.090
85 O -5.757 1.024 -3.707  C84 1.374, C86 1.460
86 C -5.606 0.652 -5.110  O85 1.460, H94 1.090, H95 1.090, H96 1.090
87 H -7.531 1.145 0.557  C81 1.090
88 H -8.357 1.118 -1.146  C81 1.090
89 H -7.976 2.582 -0.124  C81 1.090
90 H -6.319 -0.446 -0.732  C83 1.090
91 H -4.810 0.284 -1.095  C83 1.090
92 H -7.172 -0.306 -3.141  C84 1.090
93 H -5.572 -0.886 -3.078  C84 1.090
94 H -5.334 1.570 -5.631  C86 1.090
95 H -6.561 0.303 -5.504  C86 1.090
96 H -4.717 0.025 -5.173  C86 1.090
97 C 1.723 -8.599 -0.859  C98 1.504, H108 1.090, H109 1.090, H110 1.090
98 C 1.832 -7.452 -1.826  C97 1.504, C99 1.582, N103 1.545, C107 1.532
99 C 0.508 -7.458 -2.691  C98 1.582, C100 1.513, H111 1.090, H112 1.090
100 C -0.746 -6.858 -2.095  C99 1.513, C101 1.555, H113 1.090, H114 1.090
101 C -0.441 -5.421 -1.584  C100 1.555, C102 1.639, H115 1.090, H116 1.090
102 C 0.802 -5.395 -0.516  C101 1.639, N103 1.484, C105 1.540, C106 1.614
103 N 1.972 -6.094 -1.102  C98 1.545, C102 1.484, O104 1.444
104 O 3.134 -6.083 -0.245  N103 1.444, H126 0.960
105 C 1.013 -3.888 -0.283  C102 1.540, H117 1.090, H118 1.090, H119 1.090
106 C 0.212 -5.989 0.864  C102 1.614, H120 1.090, H121 1.090, H122 1.090
107 C 3.011 -7.839 -2.725  C98 1.532, H123 1.090, H124 1.090, H125 1.090
108 H 1.213 -9.512 -1.164  C97 1.090
109 H 1.060 -8.262 -0.062  C97 1.090
110 H 2.705 -8.896 -0.490  C97 1.090
111 H 0.832 -6.785 -3.486  C99 1.090
112 H 0.215 -8.433 -3.081  C99 1.090
113 H -1.288 -7.507 -1.407  C100 1.090
114 H -1.392 -6.710 -2.961  C100 1.090
115 H -1.300 -4.952 -1.106  C101 1.090
116 H -0.396 -4.690 -2.392  C101 1.090
117 H 1.521 -3.592 0.635  C105 1.090
118 H 1.772 -3.534 -0.981  C105 1.090
119 H 0.119 -3.296 -0.479  C105 1.090
120 H 1.119 -6.147 1.448  C106 1.090
121 H -0.406 -5.362 1.507  C106 1.090
122 H -0.205 -6.995 0.919  C106 1.090
123 H 3.991 -7.934 -2.257  C107 1.090
124 H 3.015 -7.257 -3.647  C107 1.090
125 H 2.748 -8.840 -3.064  C107 1.090
126 H 3.463 -5.183 -0.304  O104 0.960
127 C -0.641 0.455 3.672  C128 1.604, H138 1.090, H139 1.090, H140 1.090
128 C 0.196 0.122 2.345  C127 1.604, C129 1.608, N133 1.481, C137 1.551
129 C -0.721 -0.533 1.198  C128 1.608, C130 1.448, H141 1.090, H142 1.090
130 C -1.494 0.389 0.394  C129 1.448, C131 1.546, H143 1.090, H144 1.090
131 C -0.533 1.476 -0.142  C130 1.546, C132 1.572, H145 1.090, H146 1.090
132 C 0.351 2.285 0.876  C131 1.572, N133 1.524, C135 1.483, C136 1.557
133 N 0.972 1.275 1.833  C128 1.481, C132 1.524, O134 1.381
134 O 1.789 1.953 2.717  N133 1.381, H156 0.960
135 C 1.329 2.968 -0.005  C132 1.483, H147 1.090, H148 1.090, H149 1.090
136 C -0.557 3.366 1.531  C132 1.557, H150 1.090, H151 1.090, H152 1.090
137 C 1.320 -0.918 2.593  C128 1.551, H153 1.090, H154 1.090, H155 1.090
138 H -0.116 1.051 4.418  C127 1.090
139 H -1.147 -0.449 4.012  C127 1.090
140 H -1.422 1.142 3.347  C127 1.090
141 H -0.150 -1.142 0.496  C129 1.090
142 H -1.427 -1.196 1.697  C129 1.090
143 H -2.144 0.877 1.122  C130 1.090
144 H -2.060 -0.012 -0.447  C130 1.090
145 H -1.102 2.130 -0.802  C131 1.090
146 H 0.114 0.842 -0.748  C131 1.090
147 H 1.774 2.316 -0.756  C135 1.090
148 H 0.918 3.795 -0.583  C135 1.090
149 H 2.162 3.483 0.475  C135 1.090
150 H -1.145 3.834 0.742  C136 1.090
151 H -1.208 2.844 2.232  C136 1.090
152 H 0.109 4.005 2.112  C136 1.090
153 H 2.115 -0.432 3.157  C137 1.090
154 H 1.718 -1.214 1.622  C137 1.090
155 H 1.036 -1.859 3.065  C137 1.090
156 H 2.607 1.635 2.327  O134 0.960
157 C -5.040 -2.380 5.789  C158 1.552, H168 1.090, H169 1.090, H170 1.090
158 C -3.949 -3.043 4.907  C157 1.552, C159 1.568, N163 1.542, C167 1.531
159 C -4.219 -4.588 4.922  C158 1.568, C160 1.556, H171 1.090, H172 1.090
160 C -5.361 -5.007 3.951  C159 1.556, C161 1.575, H173 1.090, H174 1.090
161 C -5.041 -4.405 2.531  C160 1.575, C162 1.557, H175 1.090, H176 1.090
162 C -4.778 -2.874 2.437  C161 1.557, N163 1.402, C165 1.544, C166 1.533
163 N -3.971 -2.427 3.494  C158 1.542, C162 1.402, O164 1.388
164 O -3.892 -1.047 3.610  N163 1.388, H186 0.960
165 C -4.142 -2.513 1.077  C162 1.544, H177 1.090, H178 1.090, H179 1.090
166 C -6.137 -2.170 2.509  C162 1.533, H180 1.090, H181 1.090, H182 1.090
167 C -2.606 -2.682 5.548  C158 1.531, H183 1.090, H184 1.090, H185 1.090
168 H -6.041 -2.362 5.358  C157 1.090
169 H -4.771 -1.366 6.084  C157 1.090
170 H -5.306 -2.772 6.771  C157 1.090
171 H -3.253 -5.051 4.722  C159 1.090
172 H -4.451 -4.935 5.928  C159 1.090
173 H -6.296 -4.587 4.322  C160 1.090
174 H -5.407 -6.088 3.823  C160 1.090
175 H -5.957 -4.594 1.971  C161 1.090
176 H -4.286 -4.993 2.010  C161 1.090
177 H -3.227 -3.074 0.891  C165 1.090
178 H -4.764 -2.760 0.217  C165 1.090
179 H -3.995 -1.433 1.045  C165 1.090
180 H -6.797 -2.363 3.355  C166 1.090
181 H -6.114 -1.093 2.339  C166 1.090
182 H -6.693 -2.450 1.614  C166 1.090
183 H -1.782 -3.051 4.936  C167 1.090
184 H -2.522 -3.092 6.555  C167 1.090
185 H -2.401 -1.631 5.753  C167 1.090
186 H -3.074 -0.782 3.183  O164 0.960